Here is a molecular structure, C15H37Br2N3O9PS2 from the OMol25 dataset. Energies are from ωB97M-V/def2-TZVPD.

Positions of all 69 atoms, in Å:
C1 0.8318 -4.0860 2.2764
C2 1.1084 -4.1686 0.7860
Br1 3.0324 -4.4874 0.5158
C3 0.6451 -3.0038 -0.1021
S1 0.3889 -1.4007 0.6491
O1 1.5904 -1.1788 1.4233
O2 0.1365 -0.5353 -0.4755
N1 -0.8127 -1.5078 1.6944
S2 -2.3397 -1.2864 1.3720
O3 -2.6339 -0.2108 0.4508
O4 -3.0575 -1.3207 2.6201
P1 -3.1198 -2.9630 0.1290
O5 -2.1808 -4.2330 0.6171
Br2 -4.9949 -3.4204 1.2329
H1 1.4124 -3.2948 2.7435
H2 -0.2271 -3.8986 2.4387
H3 1.0938 -5.0379 2.7402
H4 0.6433 -5.0746 0.4047
H5 -0.2529 -3.2762 -0.6522
H6 1.4058 -2.7688 -0.8454
H7 -2.1649 -4.8791 -0.1028
C4 -7.2684 2.7557 -5.7893
O6 -6.1042 1.9879 -5.9912
C5 -4.9094 2.5944 -5.5062
C6 -4.3291 1.8128 -4.3494
N2 -5.1839 1.9037 -3.1780
C7 -4.7703 1.0566 -2.0586
C8 -4.8203 -0.4502 -2.2578
O7 -6.1333 -0.9723 -2.4137
C9 -6.6245 -0.9993 -3.7324
H8 -8.0894 2.2297 -6.2747
H9 -7.5061 2.8788 -4.7269
H10 -7.1746 3.7512 -6.2380
H11 -5.1084 3.6266 -5.2005
H12 -4.1887 2.6127 -6.3288
H13 -3.3485 2.2310 -4.1021
H14 -4.1678 0.7792 -4.6894
H15 -6.1292 1.6580 -3.4447
H16 -5.4074 1.2989 -1.2055
H17 -3.7495 1.3232 -1.7719
H18 -4.4081 -0.8971 -1.3552
H19 -4.1889 -0.7826 -3.0914
H20 -5.8206 -1.1567 -4.4595
H21 -7.1562 -0.0806 -4.0055
H22 -7.3289 -1.8295 -3.8070
C10 4.6666 -0.6598 1.6232
O8 5.3750 0.5367 1.3156
C11 4.6003 1.7134 1.4991
C12 5.2199 2.5781 2.5767
N3 5.1134 1.9417 3.8803
C13 5.8618 2.5939 4.9423
C14 7.3830 2.6186 4.8289
O9 7.9896 1.3432 4.9276
C15 8.1084 0.6279 3.7118
H23 5.3187 -1.4924 1.3617
H24 4.4203 -0.7224 2.6893
H25 3.7379 -0.7332 1.0589
H26 3.5666 1.4579 1.7473
H27 4.5965 2.2728 0.5581
H28 4.7029 3.5428 2.6114
H29 6.2619 2.7706 2.2783
H30 5.4133 0.9785 3.7980
H31 5.6085 2.0980 5.8831
H32 5.5119 3.6294 5.0242
H33 7.7714 3.2019 5.6687
H34 7.7133 3.1174 3.9092
H35 8.2472 1.3033 2.8625
H36 7.2383 -0.0012 3.5085
H37 8.9840 -0.0163 3.7969

E_tot, eV: -210096.991
Charge: -1
Highest occupied orbital energy, eV: -6.15
HOMO-LUMO gap, eV: 8.5
Multiplicity: 1


Here is 2 unconnected molecules or ions with the total composition C3H9N4 from the OMol25 dataset. Energies are from ωB97M-V/def2-TZVPD.

Positions of all 16 atoms, in Å:
C1 1.4095 -0.2288 -0.4448
C2 -1.0814 1.7616 -0.3099
C3 -1.0799 0.2678 -0.3159
N1 -2.5229 -1.3811 0.5773
N2 -1.8191 -0.4909 0.2941
N3 1.4074 -1.5696 -0.8416
N4 1.7656 0.1128 0.8608
H1 -1.7492 2.1608 0.4834
H2 0.0543 2.0531 -0.1677
H3 -1.4465 2.0965 -1.2718
H4 1.3954 0.5878 -1.1949
H5 -2.6097 -1.6896 1.6256
H6 0.7731 -1.7111 -1.6354
H7 1.5652 -2.2961 -0.2189
H8 2.0655 0.9989 1.1431
H9 1.8728 -0.6721 1.4165

E_tot, eV: -9207.161
Charge: +1
Highest occupied orbital energy, eV: -12.68
HOMO-LUMO gap, eV: 8.5
Multiplicity: 1


Here is a molecular structure, C13H27AuN3O2S from the OMol25 dataset. Energies are from ωB97M-V/def2-TZVPD.

Positions of all 47 atoms, in Å:
Au1 -0.1291 0.1690 -0.1655
C1 -1.9737 3.6624 1.2666
C2 -2.0220 2.4645 2.1859
S1 -1.8549 0.8455 1.3105
O1 -1.8137 -0.1600 2.3605
C3 -3.5153 0.7414 0.4870
C4 -4.4974 -0.0567 1.3149
H1 -2.1582 4.5667 1.8408
H2 -2.7324 3.6054 0.4917
H3 -1.0038 3.7508 0.7852
H4 -2.9610 2.3887 2.7310
H5 -1.2014 2.4599 2.9023
H6 -3.3206 0.2608 -0.4730
H7 -3.8515 1.7614 0.3186
H8 -4.0304 -0.9810 1.6431
H9 -5.3716 -0.2976 0.7142
H10 -4.8120 0.4950 2.1979
C5 2.9337 -2.3053 -3.7206
C6 2.0415 -2.8354 -2.5925
C7 1.2905 -1.7609 -2.0458
N1 0.7104 -0.8298 -1.7078
H11 3.6458 -3.0669 -4.0251
H12 3.4778 -1.4271 -3.3860
H13 2.3289 -2.0291 -4.5794
H14 2.6404 -3.2837 -1.7971
H15 1.3512 -3.5953 -2.9645
C8 2.2596 2.5291 0.8884
N2 2.4240 1.7933 2.1162
C9 2.7417 2.5380 3.3152
C10 3.7814 1.7735 4.1245
C11 3.2190 0.4000 4.4575
N3 2.5560 -0.1925 3.3100
C12 2.2044 -1.5972 3.3947
C13 2.2400 0.4515 2.1705
O2 1.8081 -0.1937 1.1922
H16 3.1688 3.0870 0.6641
H17 1.4284 3.2329 0.9683
H18 2.0664 1.8280 0.0786
H19 1.8271 2.6823 3.9079
H20 3.1284 3.5149 3.0194
H21 4.0277 2.3044 5.0442
H22 4.6943 1.6776 3.5351
H23 2.4999 0.4664 5.2833
H24 4.0353 -0.2594 4.7693
H25 2.4736 -1.9813 4.3744
H26 2.7276 -2.1685 2.6281
H27 1.1321 -1.7275 3.2349

E_tot, eV: -37006.027
Charge: +1
Highest occupied orbital energy, eV: -11.54
HOMO-LUMO gap, eV: 9.3
Multiplicity: 1


Here is a gas-phase ion, C6H7ClN3 (charge +1) from the OMol25 dataset. Energies are from ωB97M-V/def2-TZVPD.

Positions of all 17 atoms, in Å:
C1 -2.6746 0.4102 1.0006
C2 -1.2881 0.1534 0.4441
C3 -0.7815 0.8512 -0.6336
N1 0.4981 0.3539 -0.8280
N2 1.6086 0.4554 -1.5859
C4 2.6113 -0.2227 -0.9617
C5 2.1324 -0.9464 0.0842
Cl1 3.0617 -2.0806 0.9655
C6 0.7708 -0.4860 0.2355
N3 -0.3304 -0.6505 0.9520
H1 -2.8307 -0.1070 2.0301
H2 -2.9428 1.4268 1.1002
H3 -3.5500 0.0011 0.3540
H4 -1.3414 1.4677 -1.3227
H5 1.8159 0.9464 -2.3690
H6 3.6361 -0.2480 -1.2595
H7 -0.3952 -1.3249 1.7943

E_tot, eV: -23320.181
Charge: +1
Highest occupied orbital energy, eV: -12.80
HOMO-LUMO gap, eV: 9.9
Structure (SMILES): Cc1cn2[nH+]cc(Cl)c2[nH]1
Multiplicity: 1


Here is a molecular structure, H7O3 from the OMol25 dataset. Energies are from ωB97M-V/def2-TZVPD.

Positions of all 10 atoms, in Å:
O1 -1.7168 0.9339 1.5202
H1 -0.8650 1.4084 1.8352
H2 -2.6359 1.2655 1.4242
O2 -0.5429 0.1560 -0.3883
H3 -0.3880 -0.7796 -0.7944
H4 -1.1485 0.4780 0.5260
O3 1.9200 -1.0403 -1.0892
H5 0.4718 0.2224 -0.4268
H6 2.6579 -1.1662 -0.6068
H7 2.2474 -1.4781 -2.0002

E_tot, eV: -6247.758
Charge: +1
Highest occupied orbital energy, eV: -16.53
HOMO-LUMO gap, eV: 12.6
Multiplicity: 1


Here is a molecular structure, C44H32CsGeN7O3S from the OMol25 dataset. Energies are from ωB97M-V/def2-TZVPD.

Positions of all 89 atoms, in Å:
Cs1 -0.0059 -0.2710 -1.4435
C1 -4.9326 1.6698 -1.7204
C2 -3.7031 1.0495 -1.7704
N1 -2.5620 1.7312 -1.8279
C3 -2.6293 3.0564 -1.8192
C4 -3.8921 3.6733 -1.7773
N2 -5.0306 2.9990 -1.7324
C5 -1.3521 3.8455 -1.8476
C6 -1.4049 5.2187 -1.8473
C7 -0.2148 5.9980 -1.8574
C8 0.9784 5.2270 -1.8191
C9 0.9334 3.8538 -1.8225
N3 -0.2079 3.1267 -1.8638
C10 2.2141 3.0741 -1.7769
C11 3.4776 3.6895 -1.7488
N4 4.6149 3.0124 -1.7025
C12 4.5176 1.6827 -1.6848
C13 3.2864 1.0632 -1.7198
N5 2.1459 1.7482 -1.7653
C14 -0.2179 7.4240 -1.9008
C15 -1.4086 8.1995 -1.9368
C16 -1.3517 9.5731 -1.9902
N6 -0.2255 10.3072 -2.0136
C17 0.9047 9.5794 -1.9779
C18 0.9689 8.2064 -1.9239
H1 -5.8513 1.0972 -1.6697
H2 -3.6293 -0.0342 -1.7593
H3 -3.9849 4.7496 -1.7796
H4 -2.3589 5.7188 -1.8357
H5 1.9293 5.7323 -1.7824
H6 3.5722 4.7657 -1.7654
H7 5.4352 1.1087 -1.6448
H8 3.2148 -0.0225 -1.7161
H9 -2.3828 7.7298 -1.9232
H10 -2.2815 10.1358 -2.0168
H11 1.8315 10.1475 -1.9950
H12 1.9456 7.7422 -1.9016
C19 -0.4790 0.5378 1.7938
Ge1 -0.1261 -1.2654 2.3387
C20 -0.1498 -1.2778 4.3373
C21 -0.0430 -2.4565 5.0794
C22 -0.0629 -2.4437 6.4694
C23 -0.1894 -1.2365 7.1483
C24 -0.2971 -0.0541 6.4275
C25 -0.2781 -0.0771 5.0351
C26 -1.7178 -2.3950 1.9905
C27 -2.9444 -1.7460 2.1860
C28 -4.1509 -2.4070 1.9932
C29 -4.1633 -3.7399 1.5971
C30 -2.9606 -4.4019 1.3997
C31 -1.7541 -3.7322 1.5910
C32 1.5634 -2.1993 1.8791
C33 1.7206 -3.2673 0.9915
C34 2.9813 -3.7291 0.6192
C35 4.1197 -3.1338 1.1406
C36 3.9896 -2.0682 2.0257
C37 2.7292 -1.6042 2.3782
H13 0.4716 1.0199 1.4899
H14 0.0579 -3.4068 4.5612
H15 0.0203 -3.3721 7.0238
H16 -0.2046 -1.2198 8.2321
H17 -0.3984 0.8901 6.9510
H18 -0.3782 0.8409 4.4627
H19 -2.9390 -0.6982 2.4694
H20 -5.0855 -1.8792 2.1465
H21 -5.1031 -4.2569 1.4408
H22 -2.9601 -5.4434 1.0943
H23 -0.8323 -4.2803 1.4452
H24 0.8553 -3.7287 0.5325
H25 3.0696 -4.5361 -0.0994
H26 5.1011 -3.4818 0.8416
H27 4.8739 -1.5855 2.4265
H28 2.6451 -0.7565 3.0515
O1 3.5527 -4.4432 -3.2443
S1 2.1932 -4.3641 -3.7175
O2 1.9836 -4.5037 -5.1379
N7 1.4275 -3.0786 -3.1230
C38 0.4124 -3.4229 -2.3176
O3 -0.3415 -2.6289 -1.7344
C39 0.2507 -4.9176 -2.1619
C40 -0.6903 -5.6009 -1.4144
C41 -0.6264 -6.9910 -1.4047
C42 0.3551 -7.6651 -2.1317
C43 1.2909 -6.9686 -2.8889
C44 1.2116 -5.5897 -2.8827
H29 -1.4421 -5.0480 -0.8635
H30 -1.3426 -7.5596 -0.8241
H31 0.3897 -8.7478 -2.1066
H32 2.0519 -7.4871 -3.4583

E_tot, eV: -130618.210
Charge: -2
Highest occupied orbital energy (spin up / spin down), eV: -2.06 / -0.59
HOMO-LUMO gap (spin up / spin down), eV: 5.7 / 4.2
Multiplicity: 1


Here is a molecular structure, C5H6N from the OMol25 dataset. Energies are from ωB97M-V/def2-TZVPD.

Positions of all 12 atoms, in Å:
C1 0.2934 0.3077 2.0620
C2 0.8031 -0.8207 1.6221
C3 -0.5692 -0.1850 -0.4925
C4 -1.6070 -0.6013 -1.1153
C5 1.1511 0.7527 -0.4618
N1 0.3325 0.1336 0.5640
H1 -0.0602 1.1063 2.6067
H2 1.1316 -1.7793 1.5120
H3 -2.2709 -1.3788 -0.5318
H4 -1.8364 -0.3065 -2.0712
H5 1.8124 -0.0094 -0.7794
H6 1.3230 1.9064 -0.5580

E_tot, eV: -6757.289
Charge: +1
Highest occupied orbital energy, eV: -14.22
HOMO-LUMO gap, eV: 9.8
Multiplicity: 1


Here is a molecular structure, C37H46BN9NiS4 from the OMol25 dataset. Energies are from ωB97M-V/def2-TZVPD.

Positions of all 98 atoms, in Å:
Ni1 -2.4749 -0.2993 -0.5813
C1 -1.8031 4.2012 0.2207
C2 -0.8750 3.1088 -0.1724
C3 0.1862 3.3134 -1.0125
C4 1.0487 2.2296 -1.3012
N1 0.7024 1.0138 -0.9809
N2 -0.3186 0.7712 -0.1659
B1 -0.5698 -0.6723 0.1337
N3 -0.5376 -1.0267 1.6239
N4 0.6599 -0.9786 2.1797
C5 0.7872 -1.1916 3.4655
C6 -0.3073 -1.6845 4.2178
C7 -1.5670 -1.6830 3.6645
C8 -2.7799 -2.0709 4.4203
C9 -1.6620 -1.2216 2.3305
S1 -3.1067 -0.6016 1.6289
C10 2.0668 -0.7749 4.1426
C11 2.7044 -1.9520 4.8851
C12 1.6619 0.3142 5.1524
C13 3.0535 -0.1879 3.1365
N5 0.1864 -1.7269 -0.6948
N6 1.5079 -1.7434 -0.7554
C14 2.1230 -2.7382 -1.3485
C15 1.3855 -3.7820 -1.9561
C16 0.0190 -3.7853 -1.9035
C17 -0.8024 -4.8727 -2.4850
C18 -0.5932 -2.7000 -1.2214
S2 -2.2728 -2.5915 -1.0005
C19 3.6377 -2.7621 -1.3229
C20 4.1784 -1.4953 -1.9936
C21 4.0560 -2.8021 0.1526
C22 4.2290 -3.9789 -2.0374
C23 -1.0329 1.8115 0.3973
S3 -1.9644 1.6840 1.8120
C24 2.4371 2.3763 -1.8749
C25 3.3658 1.9064 -0.7377
C26 2.7829 3.8179 -2.2356
C27 2.5681 1.5028 -3.1260
H1 -1.6786 5.0682 -0.4243
H2 -1.6090 4.5092 1.2498
H3 -2.8360 3.8527 0.1722
H4 0.3743 4.2883 -1.4288
H5 -0.1722 -2.0091 5.2364
H6 -2.5348 -2.2815 5.4579
H7 -3.2288 -2.9587 3.9752
H8 -3.5203 -1.2737 4.3716
H9 2.0386 -2.3492 5.6455
H10 3.6126 -1.6194 5.3793
H11 2.9632 -2.7488 4.1930
H12 1.0090 -0.0810 5.9249
H13 1.1496 1.1374 4.6585
H14 2.5529 0.7052 5.6339
H15 3.3671 -0.9430 2.4245
H16 3.9344 0.1774 3.6554
H17 2.6081 0.6379 2.5880
H18 1.9005 -4.5837 -2.4541
H19 -0.2027 -5.5038 -3.1342
H20 -1.6490 -4.4739 -3.0385
H21 -1.2061 -5.4861 -1.6810
H22 3.7586 -0.6122 -1.5287
H23 3.9340 -1.4967 -3.0539
H24 5.2603 -1.4653 -1.8980
H25 3.6145 -1.9673 0.6884
H26 5.1375 -2.7455 0.2349
H27 3.7246 -3.7313 0.6123
H28 3.9694 -3.9866 -3.0935
H29 3.9137 -4.9115 -1.5749
H30 5.3124 -3.9258 -1.9680
H31 3.3440 2.6202 0.0831
H32 4.3916 1.8262 -1.0831
H33 3.0421 0.9439 -0.3498
H34 2.6872 4.4854 -1.3831
H35 2.1589 4.1828 -3.0464
H36 3.8160 3.8520 -2.5681
H37 2.2180 0.4935 -2.9383
H38 3.6043 1.4693 -3.4459
H39 1.9764 1.9271 -3.9335
N7 -4.8876 2.4959 -2.4514
C28 -5.4205 2.8799 -1.2447
C29 -6.3012 3.8972 -0.9050
C30 -6.6338 4.0092 0.4275
C31 -6.1151 3.1291 1.3863
C32 -5.2431 2.1155 1.0565
C33 -4.8725 1.9992 -0.2820
N8 -4.0172 1.1323 -0.9222
C34 -4.0694 1.4485 -2.2059
C35 -3.2660 0.7228 -3.1606
C36 -3.4397 0.5656 -4.5080
S4 -2.1981 -0.4120 -5.1620
C37 -1.5232 -0.5545 -3.5949
N9 -2.1741 0.0628 -2.6532
H40 -5.0751 2.9127 -3.3497
H41 -6.7066 4.5589 -1.6538
H42 -7.3277 4.7751 0.7407
H43 -6.4179 3.2536 2.4120
H44 -4.8706 1.4303 1.8007
H45 -4.2376 0.9379 -5.1179
H46 -0.6223 -1.1119 -3.4252

E_tot, eV: -137576.910
Charge: +2
Highest occupied orbital energy (spin up / spin down), eV: -12.78 / -13.30
HOMO-LUMO gap (spin up / spin down), eV: 6.7 / 6.3
Multiplicity: 3


Here is 5 unconnected molecules or ions with the total composition C28H61BN4O11 from the OMol25 dataset. Energies are from ωB97M-V/def2-TZVPD.

Positions of all 105 atoms, in Å:
C1 2.9129 4.9394 2.0104
C2 2.0684 4.1591 1.0062
C3 0.5975 4.0657 1.4350
C4 0.4163 3.2402 2.7374
C5 -0.2620 1.8874 2.4642
C6 0.5657 0.8969 1.6524
C7 1.6360 0.1399 2.4606
O1 0.9660 -0.4059 3.5787
C8 1.2689 0.1533 4.8451
C9 0.3474 -0.5405 5.8612
C10 0.3083 -2.0488 5.6250
O2 2.1645 -0.9561 1.8126
C11 2.4144 -0.8118 0.4263
C12 1.3002 -1.4181 -0.4792
O3 0.6229 -2.4273 0.2475
C13 1.0993 -3.7328 -0.0184
C14 2.3645 -4.1049 0.7482
O4 2.6268 1.1104 2.8304
C15 3.9226 0.6548 2.8819
O5 4.2994 -0.1784 3.6148
B1 4.9997 1.2769 1.8613
O6 5.3846 2.6026 1.8798
O7 5.5869 0.4339 0.9505
C16 6.6345 -0.3549 1.5000
H1 2.8334 4.5685 3.0295
H2 3.9588 4.8585 1.7324
H3 2.5806 5.9742 2.0137
H4 2.1044 4.7040 0.0624
H5 2.4660 3.1695 0.7934
H6 0.0649 3.5190 0.6584
H7 0.1495 5.0466 1.5392
H8 -0.2793 3.7996 3.3635
H9 1.3311 3.1332 3.3072
H10 -0.6271 1.4897 3.4074
H11 -1.1497 2.1027 1.8723
H12 1.0184 1.4453 0.8339
H13 -0.1129 0.1554 1.2479
H14 1.0290 1.2109 4.9044
H15 2.2914 -0.0238 5.1719
H16 -0.6506 -0.1288 5.7117
H17 0.6566 -0.2989 6.8723
H18 1.3313 -2.4202 5.5761
H19 -0.1578 -2.2924 4.6785
H20 -0.2416 -2.5208 6.4362
H21 2.6764 0.1985 0.1185
H22 3.3075 -1.4022 0.2299
H23 0.5916 -0.6222 -0.6695
H24 1.7181 -1.7935 -1.4126
H25 0.3128 -4.4140 0.2995
H26 1.1975 -3.8612 -1.0999
H27 3.2515 -3.8723 0.1614
H28 2.3833 -5.1557 1.0166
H29 2.4499 -3.5258 1.6615
H30 6.1357 2.6782 2.4892
H31 7.4529 0.2440 1.9072
H32 7.0681 -0.9546 0.7069
H33 6.2936 -1.0508 2.2633
C17 -3.4896 0.1846 -3.7639
N1 -2.6185 0.3998 -2.6218
C18 -1.3403 0.8517 -2.6236
C19 -0.7194 1.1835 -3.9594
O8 -0.7277 0.9783 -1.5713
H34 -4.3824 0.8035 -3.6551
H35 -3.7906 -0.8642 -3.7874
H36 -2.9941 0.4304 -4.6935
H37 -2.9738 0.1990 -1.6997
H38 0.2975 1.5283 -3.7961
H39 -0.6910 0.2984 -4.5978
H40 -1.2796 1.9762 -4.4576
C20 -2.6163 -3.4363 10.4436
N2 -2.3751 -2.2149 9.6988
C21 -2.7357 -1.9201 8.4192
C22 -3.4849 -2.9773 7.6437
O9 -2.4552 -0.8385 7.9319
H41 -3.1984 -3.2056 11.3378
H42 -1.6617 -3.8662 10.7521
H43 -3.1562 -4.1637 9.8472
H44 -1.8787 -1.4666 10.1567
H45 -3.6978 -2.5949 6.6500
H46 -2.8810 -3.8807 7.5473
H47 -4.4289 -3.2156 8.1358
C23 -0.4639 -3.5945 -6.4837
N3 -1.4137 -2.5290 -6.2154
C24 -1.8923 -1.5948 -7.0708
C25 -1.4000 -1.6309 -8.4962
O10 -2.6967 -0.7564 -6.6788
H48 -0.9314 -4.5559 -6.2671
H49 0.4036 -3.4748 -5.8335
H50 -0.1371 -3.5833 -7.5176
H51 -1.7845 -2.4460 -5.2807
H52 -1.8699 -0.8249 -9.0513
H53 -0.3191 -1.4910 -8.5298
H54 -1.6641 -2.5784 -8.9671
C26 -4.2592 1.2654 -8.8523
N4 -3.2979 1.9816 -8.0384
C27 -2.9704 3.2982 -8.0825
C28 -3.6764 4.1636 -9.1001
O11 -2.1317 3.7529 -7.3186
H55 -5.0164 0.8194 -8.2061
H56 -3.7521 0.4632 -9.3905
H57 -4.7423 1.9233 -9.5676
H58 -2.7911 1.4595 -7.3371
H59 -3.3077 5.1810 -9.0097
H60 -3.4734 3.8078 -10.1111
H61 -4.7521 4.1654 -8.9195

E_tot, eV: -59186.566
Charge: 0
Highest occupied orbital energy, eV: -9.01
HOMO-LUMO gap, eV: 9.3
Structure (SMILES): CCCCCC[C@@](OCCC)(OCCOCC)OC(=O)B(O)OC.CNC(C)=O.CNC(C)=O.CNC(C)=O.CNC(C)=O
Multiplicity: 1


Here is a gas-phase ion, C3H7N2S (charge +1) from the OMol25 dataset. Energies are from ωB97M-V/def2-TZVPD.

Positions of all 13 atoms, in Å:
C1 0.2613 0.2833 0.4278
C2 -0.7855 1.2328 0.8262
C3 -0.9228 -1.1571 -1.2114
N1 2.6648 -0.4907 0.2791
N2 0.1370 -0.5671 -0.4679
S1 1.8376 0.3551 1.2881
H1 -1.6520 1.1420 0.2176
H2 -1.0109 1.1713 2.0073
H3 -0.3296 2.1963 0.7206
H4 -1.9381 -0.4594 -1.3219
H5 -0.7392 -1.1350 -2.2886
H6 -1.2098 -2.0560 -0.8307
H7 3.6873 -0.5156 0.3538

E_tot, eV: -17028.381
Charge: +1
Highest occupied orbital energy (spin up / spin down), eV: -13.23 / -14.85
HOMO-LUMO gap (spin up / spin down), eV: 9.1 / 7.0
Multiplicity: 3